#A
22
Properties=species:S:1:pos:R:3:mulliken_charge:R:1 method="wB97M-V/def2-TZVPD" orbital_gap_ev="7.518 / 7.996"
C 0.44 -0.27 -0.77 1.4952
C 0.71 -0.23 0.77 -0.0591
C 0.06 0.99 -1.50 -1.6073
C 0.05 -1.57 -1.43 -1.4698
C 0.94 1.02 1.59 -1.4865
C -1.47 -0.48 0.79 0.2818
N -2.11 0.66 1.09 -0.2963
N 1.90 -0.34 -0.37 -0.0457
O 2.59 -1.38 -0.30 -0.5676
O -1.97 -1.57 0.74 -0.5334
H 0.73 -1.17 1.31 0.5871
H -1.64 1.54 1.09 0.2180
H -3.07 0.62 1.40 0.2477
H -1.03 1.07 -1.58 0.3344
H 0.15 -2.42 -0.75 0.2934
H 0.49 0.95 -2.50 0.3938
H 0.44 1.89 -1.02 0.3138
H 0.74 -1.75 -2.26 0.4247
H -1.00 -1.55 -1.73 0.3940
H 0.23 1.09 2.41 0.4258
H 1.94 0.95 2.03 0.3801
H 0.89 1.93 1.00 0.2760

=====

#B
22
Properties=species:S:1:pos:R:3:mulliken_charge:R:1 method="wB97M-V/def2-TZVPD" smiles="NC(=O)[C@@H]1NC[C@@H]1CCO" orbital_gap_ev=9.878
N 2.75 1.63 0.23 -0.4717
C 1.90 0.86 -0.47 0.0640
O 1.89 1.10 -1.69 -0.6580
C 1.42 -0.42 0.17 0.2306
N 1.19 -1.56 -0.71 -0.4993
C -0.08 -1.88 -0.03 -0.6421
C -0.09 -0.45 0.57 -0.0147
C -0.99 0.55 -0.14 -0.8031
C -2.46 0.32 0.17 -0.5318
O -3.21 1.37 -0.42 -0.5089
H 2.71 1.57 1.24 0.2198
H 3.24 2.22 -0.56 0.3087
H 2.05 -0.64 1.05 0.3608
H 1.90 -2.28 -0.69 0.2529
H 0.01 -2.66 0.74 0.2927
H -0.91 -2.13 -0.71 0.3265
H -0.26 -0.41 1.66 0.4241
H -0.83 0.48 -1.23 0.3848
H -0.72 1.57 0.16 0.3208
H -2.60 0.30 1.26 0.3047
H -2.78 -0.66 -0.23 0.3296
H -4.15 1.14 -0.38 0.3099

=====

#C
22
Properties=species:S:1:pos:R:3:mulliken_charge:R:1 method="wB97M-V/def2-TZVPD" orbital_gap_ev=9.629
C -3.97 -0.79 0.71 -1.3963
C -2.64 -0.12 0.93 0.3337
C -1.91 -0.39 2.26 -1.0187
C -0.82 -1.03 1.38 1.6683
C -0.59 -2.52 1.58 -0.8512
N 0.21 -3.06 0.50 -0.5858
O -1.56 -0.75 0.18 -0.4999
C 0.47 -0.29 1.36 -0.1616
N 1.50 0.09 1.87 -0.7097
H -3.93 -1.86 0.96 0.2754
H -4.73 -0.31 1.36 0.3728
H -4.29 -0.68 -0.33 0.3429
H -2.69 0.94 0.67 0.3593
H -1.60 0.50 2.82 0.3471
H -2.41 -1.10 2.93 0.3498
H -0.07 -2.66 2.54 0.3870
H -1.59 -2.99 1.67 0.3582
H 0.51 -4.01 0.71 0.2379
H -0.33 -3.11 -0.36 0.2118
O 1.11 0.87 -0.35 -0.8341
H 1.96 0.88 0.57 0.4861
H 0.55 0.27 -0.87 0.3270

=====

#D
22
Properties=species:S:1:pos:R:3:mulliken_charge:R:1 method="wB97M-V/def2-TZVPD" smiles="CO/C=N/CCCC#N.O" orbital_gap_ev=10.545
C 1.29 -1.41 -4.27 -0.6523
O 1.76 -0.65 -3.16 -0.3954
C 0.86 -0.10 -2.36 0.0945
N 1.23 0.63 -1.40 -0.2974
C 0.24 1.17 -0.50 -0.5979
C 0.42 0.58 0.90 -0.4763
C -0.56 1.18 1.92 -0.2796
C -0.44 0.59 3.25 0.1928
N -0.21 0.33 4.37 -0.5268
H 0.59 -2.19 -3.94 0.3246
H 0.80 -0.75 -5.00 0.3105
H 2.16 -1.88 -4.72 0.2384
H -0.20 -0.31 -2.60 0.2547
H 0.37 2.26 -0.45 0.2802
H -0.79 0.98 -0.86 0.3688
H 0.28 -0.51 0.85 0.2826
H 1.46 0.76 1.23 0.2971
H -0.40 2.26 2.01 0.3014
H -1.60 1.03 1.58 0.2960
O -2.48 -1.71 4.40 -0.6707
H -2.95 -1.09 3.81 0.2974
H -1.84 -1.15 4.93 0.3575

=====

Which structure loses on stability? #A does.

=====

#A
22
Properties=species:S:1:pos:R:3:mulliken_charge:R:1 method="wB97M-V/def2-TZVPD" smiles="C=C(C)OC[C@H](C)/N=[NH+]/[O-]" orbital_gap_ev=9.736
C 1.73 -0.69 1.66 -1.1616
C 1.70 -0.61 0.34 1.0658
C 2.58 -1.28 -0.61 -1.2907
O 0.84 0.09 -0.47 -0.2552
C -0.16 0.88 0.04 -0.7352
C -1.65 0.48 -0.32 0.1769
C -2.64 1.45 0.47 -1.2432
N -1.84 -0.82 0.19 -0.5466
N -1.70 -1.79 -0.58 0.6866
O -1.83 -2.98 -0.40 -0.6327
H 1.06 -0.03 2.20 0.2218
H 2.49 -1.10 2.16 0.4157
H 3.49 -1.78 -0.16 0.3252
H 2.79 -0.65 -1.41 0.3644
H 2.00 -2.04 -1.01 0.3354
H -0.07 1.91 -0.29 0.2389
H -0.22 0.76 1.21 0.2054
H -1.79 0.36 -1.37 0.6120
H -2.01 2.25 0.73 0.3633
H -2.95 0.89 1.39 0.3376
H -3.58 1.75 -0.15 0.2947
H -1.63 -1.57 -1.71 0.2215

=====

#B
22
Properties=species:S:1:pos:R:3:mulliken_charge:R:1 method="wB97M-V/def2-TZVPD" smiles="NC(=O)C1CN(CCO)C1" orbital_gap_ev=9.469
N -1.21 2.03 2.36 -0.4756
C -1.32 1.29 1.25 0.2305
O -2.53 1.21 0.90 -0.6878
C -0.43 0.08 1.12 0.3221
C -0.49 -0.67 -0.22 -0.7308
N 0.98 -0.80 -0.17 -0.0824
C 1.75 -0.66 -1.38 -0.6060
C 1.65 -1.87 -2.30 -0.5890
O 0.45 -1.81 -3.04 -0.5164
C 1.06 0.29 0.82 -0.7537
H -0.30 2.41 2.57 0.2332
H -2.33 2.26 2.49 0.3317
H -0.59 -0.59 1.97 0.3305
H -0.83 -0.01 -1.04 0.2799
H -1.04 -1.62 -0.26 0.3058
H 2.81 -0.54 -1.10 0.3798
H 1.46 0.25 -1.95 0.3855
H 1.68 -2.78 -1.68 0.3345
H 2.53 -1.87 -2.97 0.3392
H 0.18 -2.70 -3.28 0.3039
H 1.79 0.13 1.63 0.3060
H 1.26 1.27 0.35 0.3591

=====

Which structure loses on stability? #A does.

=====

#A
20
Properties=species:S:1:pos:R:3:mulliken_charge:R:1 method="wB97M-V/def2-TZVPD" smiles="O=S1(=O)C([SiH3])=Cc2ccccc21" orbital_gap_ev=8.821
O 1.54 1.64 -1.26 -0.6120
S 1.18 1.11 0.04 1.0346
O 1.47 1.98 1.17 -0.6147
C 1.66 -0.56 0.19 0.0618
Si 3.61 -0.87 -0.04 0.3005
C 0.54 -1.29 0.05 -0.5639
C -0.68 -0.51 0.09 1.0332
C -1.92 -1.17 0.14 -0.9450
C -3.06 -0.33 0.14 -0.4760
C -2.93 1.03 -0.06 -0.2833
C -1.67 1.69 -0.15 -0.6345
C -0.59 0.89 -0.06 0.0283
H 3.99 -0.61 -1.51 -0.0521
H 3.78 -2.43 0.35 -0.0715
H 4.32 0.13 0.79 -0.0631
H 0.28 -2.38 -0.02 0.3155
H -2.14 -2.16 0.32 0.4396
H -4.10 -0.57 0.21 0.3684
H -3.86 1.72 -0.11 0.2536
H -1.43 2.70 -0.27 0.4805

=====

#B
20
Properties=species:S:1:pos:R:3:mulliken_charge:R:1 method="wB97M-V/def2-TZVPD" smiles="O=S1(=O)C([SiH3])=Cc2ccccc21" orbital_gap_ev=9.203
O -1.36 -2.30 -1.27 -0.5676
S -1.08 -1.71 0.01 0.9014
O -1.51 -2.41 1.19 -0.5645
C -1.65 0.34 0.09 -0.1818
Si -3.50 0.50 -0.02 0.3340
C -0.47 0.94 0.15 -0.4931
C 0.77 0.16 0.10 0.9860
C 2.04 0.72 0.03 -0.6619
C 3.15 -0.10 -0.03 -0.5655
C 3.01 -1.48 0.00 -0.4201
C 1.75 -2.06 0.05 -0.7128
C 0.66 -1.22 0.09 0.3201
H -4.10 -0.73 0.48 -0.0816
H -3.80 0.73 -1.44 -0.0948
H -3.95 1.65 0.77 -0.1208
H -0.36 2.02 0.23 0.3629
H 2.15 1.80 0.01 0.3800
H 4.13 0.34 -0.11 0.3792
H 3.89 -2.11 -0.03 0.3769
H 1.61 -3.13 0.06 0.4241

=====

Which structure loses on stability? #A does.